Computed, not measured: a 9-piece molecular cluster, C59H133F2N8O5S2 overall in a non-equilibrium geometry, with wB97M-V/def2-TZVPD.

Last column: Mulliken charge in e.
Geometry (Å):
H: -9.38526 0.11907 5.64195  0.44
H: -5.27642 0.73454 -6.77968  0.38
H: 0.83872 -5.09881 -6.47832  0.36
H: 3.86058 -1.48654 1.84471  0.24
O: 8.11195 5.91346 -8.07004  -0.58
C: -5.86477 -2.13667 -4.84630  -0.68
H: 2.89532 8.76162 -6.93871  0.33
H: 1.73466 -11.29261 1.24000  0.37
H: 0.01680 10.23828 -4.90557  0.39
C: 2.09113 10.09486 -4.25120  -0.61
F: 7.08943 3.82739 -4.38390  -0.27
C: -6.81076 -1.93570 7.11863  -0.69
H: -8.91643 1.78444 8.37864  0.64
H: -8.41103 -2.10558 -2.46113  0.41
H: 6.69331 1.00289 5.78132  0.40
H: -12.48632 0.93739 8.74957  0.38
C: -9.15485 0.73182 8.22613  -1.14
H: 1.31958 -3.23901 -8.49402  0.41
C: 2.05973 -3.29584 -7.69587  -0.98
H: 5.67815 -2.48301 9.40184  0.48
H: 3.43479 -6.21057 -8.83292  0.37
H: -7.69499 -0.09325 5.22706  0.43
C: -1.47019 11.35785 1.85793  -0.69
H: -6.76677 0.28352 8.80708  0.35
H: -0.53047 -12.25674 -1.80700  0.34
H: -6.76497 -2.36648 6.11841  0.31
H: -5.35175 -0.34893 6.33592  0.31
C: 2.11920 9.49408 -6.71681  -0.48
C: -10.58695 0.48582 7.88990  0.08
C: -5.37644 -0.34531 -6.67004  -1.47
H: 2.22175 -3.14570 1.11504  0.12
H: -0.55495 6.00703 -6.10805  0.37
H: -4.35763 -3.43094 -1.79707  0.33
H: -6.28010 -0.31571 -2.22467  0.30
C: 0.73720 9.45740 -4.66191  -0.55
C: 5.87303 -2.23172 8.35926  -0.76
H: 1.67787 6.72864 -6.66283  0.51
H: -0.88986 -9.38181 -2.02429  0.37
H: -6.15391 -0.65404 -7.36883  0.36
C: -8.22428 -1.50143 7.51023  -0.55
H: -3.75473 9.53670 2.39573  0.37
H: 8.56059 -2.55585 8.69990  0.38
H: -0.49739 6.52162 -4.41386  0.27
H: -3.12837 12.50376 2.64562  0.35
C: -0.07895 -11.38647 -2.28332  -0.70
H: 6.38373 -5.41038 -5.88454  0.35
H: 4.06985 -5.98224 -6.79392  0.42
H: 6.31230 -2.96831 6.40490  0.28
H: -5.62305 -4.34873 -0.91365  0.34
N: 1.97221 -10.84308 -0.92118  0.18
C: 2.87285 -5.31408 -9.09486  -0.62
H: -10.81301 0.84491 6.88589  0.25
H: 7.08054 -3.87523 -6.06688  0.39
C: 6.12617 -4.35205 -5.84346  -1.41
H: -8.99876 -1.98691 6.91643  0.41
S: 8.87874 5.94960 -6.84658  1.09
H: -4.97127 -0.90755 7.90069  0.41
H: 0.04635 3.99116 -5.02151  0.38
H: -1.38686 9.17769 1.84054  0.41
C: -1.06496 9.96861 2.51798  -0.64
C: 0.10647 6.20734 -5.26514  -0.33
F: 9.14713 7.58256 -6.67423  -0.34
H: -3.39302 11.64662 1.18632  0.31
H: 0.47586 -0.64390 1.62125  0.35
C: 8.14463 -1.71493 9.25482  -1.05
H: -0.18242 8.31588 -7.89049  0.34
C: 0.97651 -1.56461 1.92080  -1.35
C: -11.42840 1.10338 8.95292  -1.44
C: 1.22700 7.18344 -5.78080  -0.88
H: 4.97247 -1.70654 8.04103  0.38
H: 2.93815 -0.19042 1.13025  0.28
H: 5.16100 1.43800 8.14370  0.36
H: -1.26662 11.22542 0.79533  0.36
H: 7.23102 0.52658 9.75223  0.35
H: -6.28661 1.38138 7.55090  0.47
H: 2.03695 7.27655 -5.05733  0.43
H: 1.10362 4.79841 -3.87871  0.34
H: 1.98643 -10.90695 -2.99210  0.40
H: 1.53788 4.40453 -5.55561  0.38
C: 3.76530 -4.94592 -6.64764  -0.62
C: 2.01711 -2.11420 0.82829  0.48
C: -1.02661 6.16699 4.80117  -1.50
H: -0.32178 9.94310 -7.21601  0.50
H: 3.99493 -1.27034 0.13363  0.34
C: -2.22117 8.24536 4.02141  -0.74
H: -2.70253 7.83046 3.13582  0.35
H: 1.58545 -3.16822 -6.72279  0.37
H: -6.56202 -2.72139 -5.44634  0.50
N: 6.96929 -1.15740 8.46320  0.34
O: 10.27696 5.46531 -6.85768  -0.56
H: 3.90701 -11.19058 -1.14602  0.47
H: 2.35948 11.54730 -6.00397  0.37
H: -0.01316 9.87760 2.78915  0.42
C: 3.40219 -10.26358 -0.87414  -0.58
H: -4.76533 -1.23108 -2.54460  0.39
C: -3.35670 10.35573 2.99479  -0.71
H: 1.13919 -5.05442 -10.36824  0.34
H: -0.52268 -11.33320 -3.27749  0.36
C: -5.81943 -0.75314 7.23369  -0.62
C: -0.37101 -10.16087 -1.46576  -0.52
H: 2.02243 10.95766 -3.58868  0.39
N: 0.95295 8.72246 -5.99682  0.28
H: 3.64914 -4.86733 -9.71607  0.48
H: 5.10336 -5.22735 6.56547  0.37
H: 0.74119 -9.45542 0.25973  0.40
C: 1.37904 -5.70070 -7.20899  -0.63
H: -1.50285 11.64052 4.63927  0.39
H: -1.34246 5.59032 3.93182  0.36
H: -6.49903 0.05146 -4.94532  0.28
C: 0.75721 4.81020 -4.91212  -1.35
H: -1.07702 8.44334 -6.39961  0.43
H: -3.04644 8.18273 4.73070  0.45
N: -8.11486 0.03547 7.30165  0.11
H: 1.42244 -1.22021 2.85388  0.30
H: -5.21500 -1.90487 -0.33672  0.41
H: 3.79340 -10.19291 1.26548  0.33
C: 0.65701 -6.02925 -8.50230  -0.43
H: -8.87235 0.43931 9.23743  0.43
H: -8.44451 -2.40710 -4.21899  0.38
H: 4.26342 -3.74593 6.73385  0.34
H: -0.13002 7.76910 3.72327  0.31
C: 1.73392 -11.79847 0.27449  -0.99
H: -4.45834 -0.85020 -6.97053  0.33
H: -1.15191 -10.37321 -0.73556  0.29
H: 3.29512 -4.76795 -5.68051  0.37
H: 0.78384 -12.33150 0.23817  0.40
C: 1.51348 -5.82024 -9.68890  -0.64
H: 5.38102 -7.87295 -0.01732  0.35
H: 1.71820 -6.60481 -6.70336  0.36
H: 6.76754 1.90261 8.14171  0.34
C: 6.16590 -3.38568 7.40112  -0.29
C: 4.93772 -3.98311 -6.76275  -0.39
H: -10.61657 -0.60369 7.90337  0.29
H: 5.43480 -0.13452 6.25450  0.26
H: 6.03783 -4.15655 -4.77478  0.37
H: -6.85091 -2.40271 -0.65090  0.30
H: 0.09000 -2.18732 2.04088  0.37
N: 8.04697 5.82065 -5.56489  -0.29
H: 2.73584 9.38187 -3.73730  0.33
H: 1.92249 10.13407 -7.57694  0.28
H: -0.93706 10.14076 5.47783  0.29
O: 1.47575 -2.16251 -0.47377  -0.98
H: -11.16367 2.15954 9.00340  0.36
C: 4.99085 -4.37956 7.24126  -1.36
H: 5.53700 0.00208 9.67674  0.23
C: -8.38078 0.49453 5.83724  -1.00
H: -0.07653 5.72250 5.09763  0.39
H: 8.34225 -0.10057 7.18401  0.47
O: 7.35017 3.54563 -6.80043  -0.57
C: -6.28010 -3.69678 -2.90151  -0.49
H: -4.86290 -2.54704 -4.97258  0.40
C: -2.91553 11.55067 2.16146  -0.48
C: -5.42874 -3.56530 -1.64618  -0.51
N: -2.06201 9.76987 3.67433  0.07
H: 4.63938 -2.95370 -6.56428  0.35
H: -4.83271 -0.31845 -4.68895  0.29
O: 9.31411 3.47719 -5.11157  -0.55
C: -1.74375 10.61487 4.91876  -0.83
H: -8.11812 -0.76221 -3.61474  0.38
H: -0.53683 8.06597 5.41196  0.22
H: 4.69419 -4.59416 8.26792  0.32
H: 7.04475 -3.98230 7.64560  0.34
H: 3.75077 10.56291 -5.65607  0.35
H: 6.00490 -9.59519 0.16070  0.37
H: 5.79434 -8.72272 1.44851  0.39
N: 2.57454 -4.76706 -7.65744  0.09
C: 7.39290 -0.61342 7.02977  -0.81
C: 5.29432 -8.83559 0.48656  -1.31
H: 9.02231 -1.09033 9.42111  0.40
H: -8.31917 -1.57841 8.59337  0.39
H: -0.87092 12.22795 2.12607  0.35
C: -7.97975 -1.82614 -3.42238  -0.98
H: 1.69582 -6.76357 -10.20366  0.35
H: -1.77194 6.05431 5.58850  0.35
H: 5.30948 -3.89260 -7.78338  0.38
N: -6.49152 -2.22669 -3.39451  0.19
H: -11.29559 0.74877 9.97504  0.36
H: -2.64547 10.64925 5.53017  0.36
C: 0.91071 -9.72375 -0.78304  -0.73
S: 8.06980 4.10854 -5.63356  1.05
H: -0.27301 -5.48121 -8.65330  0.29
H: 1.99600 -12.51564 -2.29529  0.46
C: -0.89186 7.61193 4.48681  0.03
H: -6.56054 -2.69475 7.85980  0.39
H: 7.59781 -1.48478 6.40780  0.43
H: 2.86132 -2.60632 -7.96068  0.35
C: 6.46227 0.09877 9.10873  -0.47
H: 3.12831 -8.65902 0.69781  0.32
C: 6.33700 0.37278 6.59623  -0.50
C: 6.15125 1.02292 7.95607  -0.67
H: 0.29101 8.76098 -3.95197  0.27
C: 3.28713 -1.20896 0.96028  -1.13
C: -0.25535 8.88480 -6.96360  -1.13
C: 3.79712 -9.48039 0.44064  -0.38
H: -8.11903 1.54887 5.74795  0.26
H: 2.48536 -12.57859 0.15259  0.40
H: 7.76843 -2.08147 10.20993  0.42
C: -5.71138 -0.63798 -5.24926  -0.23
H: 3.50845 -9.55788 -1.69802  0.29
C: -5.88337 -2.24539 -1.12757  -0.68
C: -6.65708 0.37136 7.72618  -0.63
H: 0.40933 -7.08991 -8.46030  0.33
H: -7.23364 -4.15032 -2.63104  0.34
H: -5.85599 -4.28336 -3.71648  0.33
C: 1.55058 -11.52473 -2.20692  -0.66
C: 2.66119 10.55001 -5.68383  -0.63
H: 1.25173 -8.81727 -1.28314  0.42
C: -5.83179 -1.30352 -2.33125  -0.60
H: -4.10307 10.52685 3.77051  0.44

Computed properties:
Total energy, hartree: -4136.120743
Frontier orbital gap, hartree: 0.139
Total charge: +5
Lowest unoccupied orbital energy, eV: -6.94